Computed, not measured: a structure of composition C25H48BeCl3N4O3SSi, with ωB97M-V/def2-TZVPD.

ORCA input file:
```
! wB97M-V def2-TZVPD RIJCOSX def2/J DEFGRID3
* xyz -1 1
Cl -0.872 0.773 0.433
Cl 0.525 2.157 -2.206
Cl 1.342 3.310 0.803
S -0.656 -2.776 0.340
Si 5.619 2.082 2.107
O 0.928 -0.853 3.182
O 1.959 0.499 -0.170
O 5.890 3.713 2.305
N -2.881 -3.921 -0.640
N -2.690 -1.643 -0.982
N -0.209 1.133 3.533
N 3.652 -0.736 -1.034
C 4.521 6.347 2.061
C 10.184 4.350 2.766
C 10.095 5.310 0.538
C 4.812 -0.726 -1.920
C -2.141 -2.768 -0.457
C 5.963 6.067 2.369
C -1.406 1.935 3.349
C 6.526 4.827 1.699
C 2.738 0.230 -1.121
C 6.726 1.458 0.745
C 3.673 -1.536 0.194
C 10.836 4.855 1.636
C 3.796 1.910 1.865
C 6.156 1.306 3.717
C -4.969 -5.191 -0.832
C 8.050 4.751 1.708
C -3.347 -1.686 -2.303
C -4.305 -3.959 -0.246
C -0.110 -0.169 3.159
C 6.695 6.789 3.226
C 8.702 5.223 0.563
C 8.781 4.299 2.809
C 0.941 1.856 4.017
C -4.554 -0.775 -2.339
C 6.186 8.005 3.921
Be 0.839 1.706 -0.293
H 6.837 8.238 4.771
H 3.523 2.297 0.873
H 10.594 5.740 -0.332
H 5.502 1.611 4.542
H 4.407 6.931 1.132
H -2.166 -0.778 -0.761
H 4.059 6.923 2.870
H 2.646 -1.761 0.502
H 1.233 2.610 3.267
H 6.200 4.880 0.652
H 1.770 1.168 4.202
H -5.169 -0.888 -1.440
H 10.758 4.003 3.630
H -4.611 -6.097 -0.334
H 4.499 -0.306 -2.884
H 7.728 6.513 3.442
H -3.635 -2.726 -2.479
H 5.173 -1.749 -2.071
H -1.063 -0.587 2.772
H 8.084 5.543 -0.276
H -2.371 -4.736 -0.296
H 3.389 0.891 1.956
H 5.165 7.864 4.300
H 5.626 -0.106 -1.501
H -4.234 0.267 -2.420
H 2.685 0.792 -2.066
H 3.961 5.410 1.944
H -4.791 -5.282 -1.908
H 6.135 0.211 3.636
H -2.165 1.332 2.856
H -6.049 -5.118 -0.681
H -1.767 2.294 4.321
H 6.179 8.886 3.261
H -1.175 2.803 2.723
H 4.210 -2.465 -0.015
H 6.467 1.878 -0.235
H -4.384 -3.986 0.853
H 7.769 1.732 0.961
H 8.255 3.926 3.691
H -4.798 -3.050 -0.600
H -2.621 -1.399 -3.079
H -5.187 -1.011 -3.199
H 3.269 2.541 2.596
H 11.930 4.910 1.617
H 6.675 0.362 0.684
H 7.179 1.613 3.969
H 0.664 2.388 4.938
H 4.181 -0.987 1.004
*
```

Summary:
- Relative energy (zero: lowest compared OMol25 entry of this formula, charge and spin): 0.0 kcal/mol
- Highest occupied orbital energy: -4.99 eV
- Gap between HOMO and LUMO: 7.330 eV
- Total energy: -3509.51520 Eh
- LUMO: 2.3 eV



Computed, not measured: a cluster of 2 separate species, C4H11NO2 in total, with ωB97M-V/def2-TZVPD.

ORCA input file:
```
! wB97M-V def2-TZVPD RIJCOSX def2/J DEFGRID3
* xyz 0 1
O -1.823 0.503 1.735
O 1.574 3.306 0.748
N -1.148 -2.002 -0.781
C 0.078 0.173 -0.329
C -2.007 -0.442 1.030
C 1.465 -0.243 -0.899
C -0.785 -1.036 0.260
H -2.951 -0.836 1.052
H -1.061 -1.606 -1.702
H 0.135 0.932 0.393
H 0.612 3.384 0.580
H -0.031 -1.696 0.923
H 1.644 3.153 1.738
H -0.600 -2.867 -0.736
H 1.376 -0.712 -1.828
H 2.212 0.445 -0.822
H -0.482 0.606 -1.115
H 1.792 -1.063 -0.248
*
```

Summary:
- Relative energy (zero: lowest compared OMol25 entry of this formula, charge and spin): 50.0 kcal/mol
- Highest occupied orbital energy: -9.26 eV
- Gap between HOMO and LUMO: 10.051 eV
- Total energy: -364.18849 Eh
- LUMO: 0.8 eV



Computed, not measured: a cluster of 6 separate species, C39H68BBrF3NO12PS in total, with ωB97M-V/def2-TZVPD.

ORCA input file:
```
! wB97M-V def2-TZVPD RIJCOSX def2/J DEFGRID3
* xyz 1 1
Br 1.522 -3.721 1.069
S -1.220 1.132 -0.192
P 1.612 -1.531 1.658
F -2.854 1.626 1.930
F -0.728 0.535 2.543
F -0.824 2.877 1.849
O 3.266 -1.267 2.251
O 4.275 -5.422 -6.310
O -3.766 -1.201 0.838
O -9.990 0.191 4.094
O -1.478 -2.244 0.798
O 2.944 2.147 -3.603
O -5.407 -0.045 4.265
O -2.649 1.103 -0.782
O 6.864 4.903 4.785
O 2.741 -0.168 -4.584
O -7.940 -1.079 9.700
O -0.499 2.342 -0.906
N 1.709 0.244 -2.179
C -11.783 1.216 5.326
C 4.274 -2.923 -3.143
C 3.679 -6.323 -7.232
C -0.101 -2.227 -7.680
C 3.444 1.286 -0.396
C 2.519 -0.017 -0.890
C 4.519 4.031 1.418
C 5.108 6.160 -1.155
C 5.860 6.376 0.295
C 3.756 3.888 -0.052
C 5.793 4.721 5.700
C 0.208 -2.141 -4.786
C -2.684 -1.713 1.421
C -11.246 0.841 3.960
C -7.725 -0.653 8.363
C -0.191 -0.423 -0.607
C -1.981 1.384 -6.167
C 3.932 -5.855 -8.650
C -6.711 0.516 4.319
C 6.515 -4.523 -3.425
C -1.381 1.490 1.630
C -1.179 -1.705 -0.522
C 6.315 4.762 7.122
C 4.053 4.918 -1.334
C 3.254 -2.502 -1.885
C 0.326 0.021 -2.138
C -7.090 1.072 2.962
C -1.138 -0.055 -6.100
C 0.429 -2.883 -6.252
C -0.565 -0.700 -4.667
C 5.781 -3.334 -2.549
C 5.582 5.312 1.555
C -0.818 0.168 -3.300
C 2.641 2.704 -0.351
C 3.702 -1.124 -1.122
C 1.258 -0.354 0.145
C -0.910 -0.802 -7.575
C -2.755 -1.833 3.088
C -6.251 -0.383 8.137
B 2.472 0.736 -3.435
H -11.104 1.735 3.345
H 7.061 3.978 7.283
H 6.470 -2.379 -2.651
H 7.674 -4.266 -3.513
H -8.095 1.504 2.985
H 2.606 -6.379 -7.023
H -1.693 -1.710 3.581
H -11.082 1.877 5.846
H 3.829 -3.932 -3.572
H 7.501 4.184 4.933
H -0.650 -2.586 -1.132
H 0.612 -2.660 -3.806
H 4.281 -1.438 -0.126
H 3.436 -3.381 -1.096
H 3.758 -2.158 2.219
H 3.483 -6.541 -9.373
H 4.563 -0.648 -1.801
H 5.007 -5.788 -8.846
H -6.381 1.844 2.647
H 5.064 5.520 5.537
H 4.353 1.427 -1.150
H 4.389 -2.079 -3.944
H -11.905 0.326 5.951
H 2.091 2.694 -3.470
H -7.062 0.284 2.202
H 6.593 7.292 0.398
H -2.140 -1.438 -1.180
H 3.517 -4.854 -8.808
H -3.451 -1.023 3.571
H -8.077 -1.442 7.692
H 6.178 5.535 2.545
H 4.318 3.295 2.323
H 5.501 4.628 7.840
H -5.661 -1.284 8.334
H -8.321 0.247 8.180
H 3.926 1.112 0.673
H -7.632 -0.367 10.288
H 3.486 4.729 -2.363
H 6.407 -5.580 -2.884
H -7.409 -0.271 4.620
H 6.809 5.718 7.322
H -6.068 -0.058 7.109
H 2.035 2.986 -1.309
H 3.876 -4.547 -6.454
H -1.297 -0.320 -8.590
H -0.851 1.327 -3.581
H -3.112 -2.934 3.355
H 1.135 0.667 0.758
H -5.890 0.391 8.822
H 5.309 3.763 5.488
H -2.366 1.609 -7.259
H -1.278 2.269 -5.842
H 4.114 -7.313 -7.072
H -4.794 0.663 4.006
H 5.267 6.856 -2.108
H -12.749 1.721 5.239
H -10.129 -0.606 4.634
H -11.935 0.169 3.438
H -6.724 1.300 5.082
H 1.007 -3.906 -6.329
H 0.081 -2.734 -8.731
H -2.927 1.239 -5.489
H -1.904 -0.156 -2.924
H 1.855 2.723 0.547
H 5.738 -3.721 -1.435
H 2.136 -2.460 -2.245
H 2.738 0.324 -5.456
H 5.998 -4.530 -4.485
*
```

Summary:
- Highest occupied orbital energy: -10.18 eV
- Gap between HOMO and LUMO: 5.083 eV
- Total energy: -6121.27830 Eh
- LUMO: -5.1 eV



Computed, not measured: a cluster of 16 separate species, C32H96O16 in total, with ωB97M-V/def2-TZVPD.

ORCA input file:
```
! wB97M-V def2-TZVPD RIJCOSX def2/J DEFGRID3
* xyz 0 1
O 0.926 -0.281 -0.741
O 1.497 7.037 -0.370
O -0.616 -1.290 -4.884
O 0.297 -6.424 4.207
O -4.848 3.026 4.283
O 5.850 5.306 6.103
O 4.175 3.477 -7.432
O 1.021 -1.080 5.673
O 4.533 -6.402 -2.132
O -6.128 3.564 0.232
O -2.839 -4.895 -3.132
O -7.101 -0.006 -2.732
O -4.368 -5.424 3.936
O -2.852 5.965 -6.219
O 5.247 -2.007 -1.534
O 4.963 -1.362 3.230
C -3.558 -6.233 -1.375
C -7.139 -1.293 -2.102
C 1.116 -5.531 3.527
C -2.880 -4.951 -1.749
C 6.291 -1.019 3.593
C -1.031 0.853 0.090
C -7.196 -2.313 -3.232
C -2.597 3.180 4.976
C 2.137 4.934 -1.331
C -0.175 -1.744 7.463
C 5.541 4.616 4.929
C 2.677 -5.851 -3.554
C 1.071 5.682 -0.543
C -1.603 -0.445 -6.936
C -4.406 -4.003 3.688
C 6.458 0.034 -2.233
C -1.370 7.273 -4.864
C 3.789 1.391 -6.213
C -1.246 -0.163 -5.463
C -5.819 -3.577 3.330
C 1.641 -6.118 2.193
C 0.205 0.023 0.424
C 6.280 -1.497 -2.379
C 4.148 3.997 5.118
C 1.163 -1.258 7.063
C -2.485 6.261 -4.923
C -3.813 2.253 4.896
C 3.507 2.916 -6.318
C 3.635 -6.966 -3.120
C -5.424 4.670 -0.273
C 6.465 -1.044 5.069
C -6.205 5.886 0.120
H 2.146 -7.074 2.334
H -0.845 1.742 -0.513
H -6.247 -2.333 -3.769
H 3.381 0.854 -7.069
H 1.393 -0.272 7.467
H 6.137 -2.010 5.455
H -5.710 -2.542 3.007
H 4.864 1.214 -6.181
H 7.060 -1.518 3.003
H -0.314 -2.707 6.971
H 0.882 0.537 1.107
H -0.116 -0.987 -4.123
H 6.116 -1.792 -3.415
H -0.082 -0.887 0.951
H 5.562 0.572 -2.542
H -6.359 5.892 1.199
H -6.230 -1.461 -1.525
H 0.499 -4.668 3.275
H 3.092 4.878 -0.810
H -1.736 0.259 -0.492
H 7.205 -2.013 -2.118
H -1.864 -4.948 -1.356
H 6.437 -0.021 3.180
H 4.980 -1.580 2.295
H -3.807 -3.748 2.814
H -6.654 -3.754 4.009
H 5.389 -2.957 -1.537
H -3.271 -4.022 -1.333
H -2.220 5.379 -4.339
H -1.695 2.604 5.188
H -4.150 1.935 5.883
H 0.800 -6.317 1.529
H -2.286 -1.289 -7.041
H 1.872 -1.114 5.232
H 2.366 -5.492 1.673
H 4.063 3.344 -5.484
H 2.444 3.139 -6.410
H -3.351 6.663 -4.398
H -2.492 3.711 4.030
H 1.843 3.911 -1.566
H -5.150 3.565 5.018
H 2.016 -5.250 4.073
H 3.085 -7.826 -2.737
H -4.073 -3.440 4.559
H -1.609 8.179 -5.420
H 6.216 3.777 4.760
H -7.206 5.947 -0.307
H 3.706 3.785 4.144
H 6.729 5.662 5.958
H 7.183 0.315 -2.996
H 2.326 5.404 -2.296
H -1.560 1.153 0.994
H 0.751 7.475 0.047
H -0.377 6.886 -5.094
H 7.466 -0.901 5.475
H -6.161 -4.190 2.496
H -3.111 -7.078 -1.900
H -5.920 3.523 1.169
H 6.720 0.357 -1.226
H -4.594 -6.166 -1.706
H -6.891 0.623 -2.038
H 0.478 -6.227 5.129
H 5.375 -6.862 -2.128
H -2.116 0.053 -4.844
H 3.157 -5.098 -4.179
H 4.185 -7.381 -3.965
H 0.845 5.266 0.438
H -0.661 -0.653 -7.444
H 1.648 -0.871 -0.514
H 5.599 5.280 4.066
H -3.529 5.285 -6.177
H -2.391 -4.089 -3.399
H -3.495 -6.433 -0.305
H -8.021 -1.389 -1.469
H 0.112 5.608 -1.057
H 3.389 4.723 5.408
H -7.347 -3.284 -2.761
H 2.315 -5.255 -2.716
H 3.346 1.026 -5.287
H 5.809 -0.315 5.543
H -5.321 4.627 -1.358
H -3.714 1.363 4.275
H 1.991 -1.914 7.333
H -8.090 -2.142 -3.832
H -1.235 7.681 -3.862
H 4.307 4.402 -7.213
H -0.198 -2.089 8.497
H -0.582 0.696 -5.362
H -0.991 -1.068 7.209
H 1.851 -6.294 -4.110
H -4.413 4.700 0.133
H 3.988 3.140 5.772
H -5.626 6.786 -0.088
H -2.045 0.371 -7.507
H -3.450 -5.653 4.101
H -2.754 3.919 5.762
*
```

Summary:
- Relative energy (zero: lowest compared OMol25 entry of this formula, charge and spin): 128.3 kcal/mol
- Highest occupied orbital energy: -9.86 eV
- Gap between HOMO and LUMO: 9.833 eV
- Total energy: -2480.35443 Eh
- LUMO: 0.0 eV



Computed, not measured: a structure of composition C20H18CoN8O2, with ωB97M-V/def2-TZVPD.

ORCA input file:
```
! wB97M-V def2-TZVPD RIJCOSX def2/J DEFGRID3
* xyz 3 5
Co 0.117 -0.125 0.088
O -6.327 0.112 -2.732
O -5.624 0.177 -4.765
N -5.458 0.211 -3.572
N 0.977 -5.146 1.367
N 0.570 -4.085 0.675
N 0.800 -2.873 1.044
N -0.055 0.075 -1.941
N -0.136 -4.240 -0.441
N 0.187 -2.140 0.092
N -1.911 0.068 -0.064
C -4.038 0.168 -3.087
C -1.350 0.111 -2.354
C 1.559 0.113 2.109
C 2.324 0.390 0.938
C -2.358 0.107 -1.348
C -0.660 0.110 -4.648
C 1.984 1.442 0.093
C 0.389 0.879 2.330
C -4.627 0.093 -0.592
C -3.091 0.171 -4.041
C 0.916 0.046 -2.856
C -3.715 0.125 -1.679
C 0.040 1.921 1.478
C -1.701 0.133 -3.696
C -0.366 -2.994 -0.789
C 0.648 0.059 -4.223
C 0.840 2.218 0.353
C -4.158 0.042 0.701
C 2.023 -0.886 3.107
C -2.789 0.035 0.937
H -2.399 0.007 1.948
H 0.819 -6.041 0.933
H 0.597 3.062 -0.282
H 2.667 -0.357 3.822
H -0.198 0.694 3.224
H 1.938 0.014 -2.501
H 1.201 -1.318 3.675
H -3.388 0.201 -5.081
H -5.686 0.108 -0.783
H 2.623 -1.670 2.653
H -0.840 2.519 1.684
H 2.629 1.697 -0.739
H 1.470 0.036 -4.926
H 1.645 -5.000 2.103
H -4.843 0.015 1.538
H 3.233 -0.173 0.757
H -0.899 0.129 -5.706
H -0.930 -2.714 -1.667
*
```

Summary:
- Highest occupied orbital energy (spin up / spin down): -18.59 / -18.58 eV
- Gap between HOMO and LUMO (spin up / spin down): 8.554 / 5.348 eV
- Total energy: -2743.05080 Eh
- LUMO (spin up / spin down): -10.0 / -13.2 eV
- Expectation value of S²: 6.017



It is found that the max |F| values, taken in the order of the records, are 1.84; 4.37; 9.13; 2.55; 1.28 eV/Å.